<a>
{"formula": "C10H11N", "method": "ωB97M-V/def2-TZVPD", "symbols": ["N", "C", "C", "C", "C", "C", "C", "C", "C", "C", "C", "H", "H", "H", "H", "H", "H", "H", "H", "H", "H", "H"], "positions_angstrom": [[2.121, 0.908, -1.708], [-0.860, -1.836, -1.061], [-1.196, -1.691, 0.389], [-0.853, -0.169, 0.133], [2.179, 0.812, -0.468], [1.706, -0.449, 0.167], [0.435, 0.078, 0.799], [-0.717, -0.515, -1.306], [0.447, 1.477, 2.078], [-1.858, 0.866, 0.438], [0.385, 2.591, 2.520], [-0.525, 0.221, -2.162], [-2.552, 0.609, -0.395], [-1.336, 1.903, 0.266], [2.275, 1.931, -2.049], [-2.317, -1.927, 0.755], [-0.831, -2.649, -1.669], [1.522, -1.235, -0.466], [2.425, -0.869, 0.932], [2.320, 1.659, 0.256], [-2.216, 0.669, 1.450], [-0.553, -2.385, 1.102]], "gap_ev": 6.66, "total_charge": 0, "homo_ev": -8.796}

<b>
{"formula": "C10H11N", "method": "ωB97M-V/def2-TZVPD", "symbols": ["N", "C", "C", "C", "C", "C", "C", "C", "C", "C", "C", "H", "H", "H", "H", "H", "H", "H", "H", "H", "H", "H"], "positions_angstrom": [[-1.403, -2.499, -0.735], [-0.337, -1.176, 1.411], [0.415, 0.688, -0.242], [-0.821, -1.371, -0.874], [-0.244, -0.610, 0.147], [-0.959, -2.412, 1.573], [-0.287, 2.038, -2.396], [1.939, 0.484, -0.298], [0.071, 1.825, 0.734], [-0.068, 1.039, -1.608], [-1.483, -3.059, 0.468], [2.183, -0.316, -0.991], [0.403, 1.575, 1.739], [-0.074, 3.074, -2.133], [-1.978, -4.018, 0.534], [2.321, 0.223, 0.687], [-1.004, 2.000, 0.752], [0.570, 2.741, 0.425], [2.425, 1.397, -0.634], [-1.041, -2.859, 2.552], [-0.691, 1.899, -3.387], [0.062, -0.663, 2.277]], "gap_ev": [8.80, 8.48], "total_charge": 0, "homo_ev": [-8.339, -8.193]}

Which structure is the most stable? The one labeled <b>.